# 1
{"formula": "C5H6O2", "method": "ωB97M-V/def2-TZVPD", "species": ["C", "C", "C", "C", "C", "O", "O", "H", "H", "H", "H", "H", "H"], "coordinates": [[0.0894, 2.0332, -0.7785], [-0.2116, 0.7356, -0.9007], [-0.5346, 1.6484, -1.9656], [-0.0049, -0.7355, 1.5760], [0.4589, -0.9908, 0.1711], [-0.8236, 1.8617, -3.1102], [0.0474, -2.0827, -0.5394], [0.5227, 2.8643, -0.2970], [-0.9946, -0.5358, 1.4849], [0.5038, 0.1155, 2.0577], [0.1178, -1.6074, 2.3241], [1.6047, -0.8368, 0.0539], [-0.7754, -2.4695, -0.0763]], "forces_ev_per_angstrom": [[-0.621, 0.262, -0.187], [1.325, -2.742, 2.126], [0.492, -0.488, -0.905], [2.368, -1.505, 1.212], [1.873, 2.266, -1.857], [-0.564, 0.092, -0.070], [-1.719, -0.480, 2.024], [0.586, 0.525, 0.774], [-3.208, 0.710, 0.309], [-0.166, -0.242, -0.562], [0.014, 0.961, -1.458], [-2.120, -0.244, -0.203], [1.738, 0.884, -1.203]], "relative_energy_ev": 5.012, "e_tot_ev": -9372.083, "orbital_gap_ha": 0.3175, "homo_energy_ev": -8.12}

***

# 2
{"formula": "C5H6O2", "method": "ωB97M-V/def2-TZVPD", "species": ["C", "C", "C", "C", "O", "C", "O", "H", "H", "H", "H", "H", "H"], "coordinates": [[-0.7814, -0.6558, -1.8903], [0.0364, -0.7529, -1.0101], [0.5053, -0.5312, 0.3605], [1.7918, 0.2782, 0.4647], [-0.5218, 0.2096, 1.1267], [-1.7098, 0.5727, 0.5861], [-2.5637, 1.1751, 1.1753], [-1.5386, -0.5477, -2.6331], [0.6122, -1.4920, 0.8765], [1.7277, 1.1728, -0.1602], [2.6735, -0.2961, 0.1591], [1.9116, 0.5771, 1.5081], [-1.8070, 0.2601, -0.4547]], "forces_ev_per_angstrom": [[0.686, -0.373, -0.209], [-0.647, 0.219, -0.222], [-0.153, 0.159, 0.181], [-0.026, 0.067, 0.045], [0.049, -0.062, -0.071], [-0.270, 0.120, 0.007], [0.667, -0.236, 0.220], [0.223, -0.151, -0.186], [-0.052, 0.199, -0.053], [-0.018, -0.091, 0.119], [-0.289, -0.021, 0.001], [0.061, -0.005, -0.123], [-0.230, 0.176, 0.290]], "relative_energy_ev": 2.593, "e_tot_ev": -9374.503, "orbital_gap_ha": 0.3976, "homo_energy_ev": -9.99, "smiles": "C#C[C@@H](C)OC=O"}

***

# 3
{"formula": "C5H6O2", "method": "ωB97M-V/def2-TZVPD", "species": ["C", "C", "C", "C", "O", "C", "O", "H", "H", "H", "H", "H", "H"], "coordinates": [[0.7987, 1.8389, 0.4545], [-0.4951, 1.1016, 0.6484], [-0.5556, -0.1888, 0.8232], [-0.5310, -1.4923, 0.7658], [-0.4820, -2.2169, -0.4317], [-0.1255, -1.6188, -1.5854], [0.1870, -0.4739, -1.7579], [1.6518, 1.1638, 0.5580], [0.9019, 2.6648, 1.1651], [0.8198, 2.2561, -0.5594], [-1.4242, 1.6554, 0.5239], [-0.5752, -2.1736, 1.6082], [-0.1596, -2.3728, -2.3824]], "forces_ev_per_angstrom": [[0.071, 0.033, 0.043], [-0.047, -0.178, 0.062], [0.011, 0.067, -0.163], [-0.009, 0.243, 0.160], [-0.009, 0.023, -0.148], [0.113, 0.247, -0.209], [-0.055, -0.583, 0.084], [-0.150, 0.116, 0.018], [-0.006, -0.070, -0.089], [-0.022, -0.043, 0.154], [0.083, -0.013, 0.156], [0.049, 0.177, -0.118], [-0.029, -0.020, 0.050]], "relative_energy_ev": 1.990, "e_tot_ev": -9375.105, "orbital_gap_ha": 0.3800, "homo_energy_ev": -9.36, "smiles": "CC=C=COC=O"}

***

# 4
{"formula": "C5H6O2Rh", "method": "ωB97M-V/def2-TZVPD", "species": ["C", "C", "C", "C", "O", "Rh", "H", "H", "H", "H", "C", "O", "H", "H"], "coordinates": [[1.1977, 1.4364, 0.1430], [0.5718, 0.4673, -0.2472], [-0.0587, -0.6194, -1.0015], [-1.3486, -0.1867, -1.6510], [-1.6783, -0.5041, -2.7735], [-0.5782, -1.1783, -4.6064], [1.8240, 2.2841, 0.3614], [-0.3247, -1.4359, -0.3063], [0.6212, -1.0393, -1.7553], [-2.0278, 0.4278, -1.0278], [0.2131, 0.5286, 2.7696], [0.7857, -0.2777, 3.6225], [-0.7562, 0.8007, 3.2478], [1.5590, -0.7035, 3.2246]], "forces_ev_per_angstrom": [[-0.708, -1.362, -0.911], [1.235, 1.737, 0.014], [-0.207, -0.101, 0.379], [0.392, 0.019, 0.967], [0.099, -0.029, -1.065], [-0.342, 0.126, 0.574], [-0.376, -0.297, 0.247], [-0.046, 0.091, -0.188], [-0.076, 0.100, 0.146], [0.085, -0.220, -0.268], [-2.413, 0.758, 0.853], [2.073, -1.392, 0.281], [0.230, 0.702, -1.355], [0.054, -0.132, 0.327]], "s_squared": 6.007, "relative_energy_ev": 0.476, "e_tot_ev": -12368.637, "charge": 1, "multiplicity": 5, "orbital_gap_ha": [0.1327, 0.2781], "homo_energy_ev": [-9.36, -13.68]}

***

# 5
{"formula": "C5H6O2S", "method": "ωB97M-V/def2-TZVPD", "species": ["C", "C", "C", "C", "C", "O", "O", "S", "H", "H", "H", "H", "H", "H"], "coordinates": [[0.6667, 1.3033, -0.2137], [-0.0384, 1.7980, -1.1150], [1.2417, 1.1843, 1.2509], [1.0730, 0.0407, 0.3795], [-1.3107, -0.9357, -0.9360], [-1.1947, -0.4096, 1.6082], [0.0449, -2.2898, 0.8596], [-0.3951, -1.0032, 0.5771], [2.1588, 1.5231, 1.3966], [0.5836, 1.4915, 2.0831], [2.3099, -0.7858, -0.4156], [-2.1323, -1.5940, -1.0367], [-1.8020, 0.0049, -0.8666], [-0.6363, -0.9008, -1.6477]], "forces_ev_per_angstrom": [[1.649, 0.305, 2.228], [-0.929, 1.143, -1.458], [-3.905, -0.473, -0.656], [1.904, -3.354, -2.576], [-1.905, 1.302, 3.528], [-0.233, 1.014, -0.024], [1.591, -3.557, -0.042], [-1.460, 1.298, 1.228], [4.154, 1.479, 0.133], [-0.171, -0.787, -0.777], [-3.322, 2.309, 2.419], [-0.148, -1.511, 0.231], [-0.189, 1.082, -0.179], [2.965, -0.248, -4.054]], "relative_energy_ev": 8.779, "e_tot_ev": -20203.428, "orbital_gap_ha": 0.3427, "homo_energy_ev": -10.43}

***

# 6
{"formula": "C5H6O3", "method": "ωB97M-V/def2-TZVPD", "species": ["C", "C", "C", "C", "C", "H", "H", "H", "H", "H", "H", "O", "O", "O"], "coordinates": [[1.6187, -0.7158, -0.0901], [0.5383, 1.3612, 0.0222], [-0.3694, 0.3467, -0.5288], [-1.7003, -0.4157, 0.0178], [0.2312, -0.8632, 0.0747], [0.8479, 2.3891, -0.4636], [0.0843, 1.3046, 1.1182], [-0.4666, 0.2357, -1.6165], [-2.7366, -0.1754, -0.3944], [-1.6814, 0.0151, 1.1070], [0.3904, -0.9209, 1.1554], [2.4473, -1.6261, -0.1480], [1.8721, 0.5979, -0.0791], [-1.0760, -1.5333, -0.1750]], "forces_ev_per_angstrom": [[4.898, -4.063, -2.581], [0.801, 1.259, 1.167], [-2.224, 0.390, -0.961], [-1.594, 7.660, 1.896], [-3.401, 0.172, 0.336], [-1.250, -2.093, 1.228], [1.914, 1.263, -1.553], [0.621, -0.008, 0.175], [1.537, -1.009, 0.038], [-0.548, -1.254, -0.997], [-1.458, 0.705, 1.039], [-0.820, 2.276, 0.182], [-1.053, 0.733, 0.735], [2.576, -6.031, -0.705]], "relative_energy_ev": 4.770, "e_tot_ev": -11419.642, "orbital_gap_ha": 0.3877, "homo_energy_ev": -9.90}

***

# 7
{"formula": "C5H6O3", "method": "ωB97M-V/def2-TZVPD", "species": ["C", "O", "C", "O", "C", "C", "C", "O", "H", "H", "H", "H", "H", "H"], "coordinates": [[1.4521, -2.3628, 0.4248], [0.6278, -1.3450, -0.1085], [0.6109, -0.1135, 0.3558], [1.4340, 0.5194, 1.2257], [1.1732, 1.8542, 1.2724], [0.1040, 2.1853, 0.5054], [-0.3700, 1.1751, -0.3296], [-1.5634, 0.8561, -0.8672], [0.7934, -3.1762, 0.5171], [2.0606, -1.9809, 1.2494], [2.1932, -2.8320, -0.2986], [1.8326, 2.4291, 1.9019], [-0.1855, 3.2481, 0.4649], [-1.4590, 0.4422, -1.7887]], "forces_ev_per_angstrom": [[2.076, -0.125, -1.047], [0.557, 0.486, -0.070], [-3.236, 6.056, -1.661], [0.151, -2.684, -1.531], [-0.379, -0.052, 0.203], [-0.390, 2.114, -0.661], [3.890, -5.514, 3.095], [-0.297, -0.268, -2.180], [-0.789, -1.044, 1.411], [-0.593, -0.524, 0.308], [-0.650, 1.366, 0.153], [-0.220, -0.112, -0.034], [-0.135, -0.727, -0.046], [0.016, 1.029, 2.060]], "relative_energy_ev": 4.205, "e_tot_ev": -11420.207, "orbital_gap_ha": 0.2746, "homo_energy_ev": -6.74, "smiles": "COc1occc1O"}

***

# 8
{"formula": "C5H6O3", "method": "ωB97M-V/def2-TZVPD", "species": ["C", "C", "C", "C", "C", "H", "H", "H", "H", "H", "H", "O", "O", "O"], "coordinates": [[0.3647, 1.0580, 0.5685], [-0.3962, -0.1599, 1.0617], [1.1832, -0.1375, -0.1092], [0.1551, -0.8096, -1.1475], [-0.9346, -0.9027, -0.2229], [-0.7410, 1.8266, -0.7821], [0.9212, 1.5221, 1.3922], [-1.1268, -0.2339, 1.9413], [2.2947, -0.2683, -0.2683], [0.3817, -1.5984, -1.9005], [-1.7061, -1.6698, -0.1607], [-0.2601, 2.1579, -0.0745], [0.9467, -0.7857, 1.1033], [-1.0826, 0.0011, -1.4013]], "forces_ev_per_angstrom": [[-0.307, 1.799, -1.091], [-1.280, -1.474, 0.079], [1.476, 0.560, -1.169], [0.175, 0.257, 0.298], [-1.533, 1.296, 0.159], [-1.521, -1.091, -2.191], [0.106, -0.565, -0.316], [1.613, 0.222, -0.926], [-1.267, 0.908, -0.520], [-0.002, 0.960, 0.668], [0.368, 0.107, -0.002], [1.994, 0.138, 2.456], [-1.437, -1.621, 1.518], [1.616, -1.496, 1.037]], "relative_energy_ev": 3.734, "e_tot_ev": -11420.678, "orbital_gap_ha": 0.3963, "homo_energy_ev": -9.87}

***

# 9
{"formula": "C5H6O3", "method": "ωB97M-V/def2-TZVPD", "species": ["C", "C", "C", "C", "C", "O", "O", "O", "H", "H", "H", "H", "H", "H"], "coordinates": [[-1.8108, -0.3445, -0.5279], [-0.1530, 0.1410, 1.4807], [0.7887, -0.3133, -0.2325], [0.9612, 1.1912, 1.3371], [1.5614, 0.9103, 0.1851], [0.5190, -1.0380, 0.8774], [-0.6842, 0.4297, -0.1695], [1.0440, -0.9450, -1.3730], [0.6568, -1.8322, -1.3519], [1.1053, 2.0067, 2.0178], [2.3267, 1.3802, -0.4010], [-2.6851, 0.1152, -0.0605], [-1.7134, -1.3752, -0.1641], [-1.9167, -0.3261, -1.6175]], "forces_ev_per_angstrom": [[-0.206, -0.313, -0.051], [-0.405, -0.033, 0.837], [-0.093, 0.308, -0.098], [0.091, -0.345, -0.605], [-0.164, -0.126, 0.171], [-0.134, 0.122, -0.184], [0.593, 0.039, -0.099], [0.035, -0.081, -0.147], [-0.009, 0.084, 0.093], [0.039, 0.140, 0.143], [0.151, 0.137, -0.092], [0.136, -0.078, -0.071], [-0.036, 0.158, -0.045], [0.001, -0.013, 0.147]], "relative_energy_ev": 5.281, "e_tot_ev": -11419.131, "orbital_gap_ha": 0.3293, "homo_energy_ev": -8.35}